Record 1
Formula: C55H48IN4O2P2Ti
Source: the OMol25 dataset
Level of theory: the ωB97M-V functional and the def2-TZVPD basis

**E_tot**: -117654.4373 eV
**Total charge**: +2
**Gap between HOMO and LUMO (alpha / beta)**: 6.969 / 7.051 eV
**Multiplicity**: 2
**Largest force on an atom**: 1.11 eV/Å
**HOMO level (alpha / beta)**: -12.18 / -12.18 eV
**ΔE to the lowest compared entry with this formula, charge and spin**: 0.534 eV

Each line ends with the Mulliken spin population.
Element x y z (Å)
O (-1.30265, -0.26187, 1.46308)  -0.05
H (1.31943, 6.85340, 3.75185)  0.00
C (3.48638, 3.72573, -0.55582)  0.00
C (-3.70774, -5.59549, 0.14025)  0.00
C (0.13645, -2.45736, 2.61295)  0.06
H (-0.99060, -3.44246, -4.53318)  0.00
H (-4.21251, 0.54616, -1.34352)  0.00
C (1.57082, -2.54798, -1.88609)  0.01
C (-0.13029, 4.25174, 2.09987)  0.00
C (1.63024, -2.96084, 4.38191)  0.00
C (1.13368, 0.83818, -2.26849)  0.02
P (0.45603, 2.51583, 1.83311)  0.06
N (0.39850, -1.92080, -1.88974)  0.00
H (1.85416, -3.39643, 5.34547)  0.00
C (2.53459, -2.04441, -0.86098)  0.01
C (0.94792, -3.93292, -3.71903)  0.00
H (-5.64440, 0.94854, -3.27451)  0.00
C (0.66068, 4.94705, 2.98121)  0.00
H (0.01394, 8.13242, 2.07537)  0.00
C (-4.71037, -2.22541, -3.97842)  0.00
O (-2.58841, -0.90144, 3.17046)  0.00
C (-0.71562, 1.39128, 5.54687)  0.00
H (-1.38864, -1.65429, -2.87841)  0.00
H (3.55124, 3.98630, -1.60486)  0.00
I (-2.95210, 2.57834, 1.01776)  0.00
H (-2.00925, 1.21982, -1.43004)  0.00
C (0.38104, 0.72170, 6.07100)  0.00
H (2.93246, -0.28841, -2.48360)  0.00
H (1.15517, -4.72673, -4.42314)  0.00
C (-1.12088, 1.30801, -2.04381)  0.06
C (-2.45550, -0.75316, 1.99538)  0.01
H (-4.63382, -6.15166, 0.18472)  0.00
C (0.01682, 2.06881, -3.98704)  0.01
C (-2.53840, -3.51670, -0.22332)  -0.03
H (-0.36783, -6.01115, 0.52667)  0.00
H (-0.39652, -3.61956, -0.02747)  0.04
C (-5.14836, -0.00686, -3.17363)  0.00
H (2.49710, 0.99823, 3.45313)  0.00
C (0.50912, 1.83502, 3.51262)  -0.01
C (1.17508, 1.49910, -3.48727)  0.00
H (4.16007, 0.01924, 0.03374)  0.00
C (1.88593, -3.57298, -2.76865)  0.00
H (-4.67914, -3.76145, -0.35741)  0.00
H (-1.51478, 8.22303, 0.28442)  0.00
H (2.39122, 0.07056, 5.71105)  0.00
C (1.59269, 1.13342, 4.03367)  0.00
C (-2.87322, 5.19338, -0.33673)  0.00
C (-1.31098, -5.51825, 0.33305)  0.00
H (1.40741, 3.22941, -0.66833)  0.00
C (-2.49643, -6.23339, 0.38914)  0.00
P (-2.55544, -1.73174, -0.53138)  0.07
C (-0.24849, -3.23042, -3.77765)  0.00
C (-0.91780, 6.38739, 1.22863)  0.00
C (-1.33419, -4.16468, 0.02341)  0.02
C (-5.33540, -0.99680, -4.12787)  0.00
C (3.27572, 3.15188, 2.15042)  0.00
C (-0.65196, 1.94662, 4.28230)  0.00
H (3.02134, 1.08489, -1.39203)  0.00
H (-3.71094, 4.75691, -0.86210)  0.00
H (-4.19893, -1.78364, 1.30397)  0.00
C (-3.89905, -2.46706, -2.87994)  0.00
C (-3.70511, -1.47901, -1.91564)  0.00
C (-1.05678, 4.97305, 1.28290)  0.00
H (2.85000, -4.05919, -2.71849)  0.00
Ti (0.02944, -0.42893, 0.21977)  0.83
H (-4.86472, -3.00535, -4.71144)  0.00
H (2.45492, -2.65934, 0.03536)  0.00
N (2.22492, -0.64079, -0.50404)  -0.05
C (2.27920, 3.30081, -0.02230)  0.00
C (0.36092, -3.04983, 3.83605)  0.01
C (-1.68062, 7.15449, 0.31303)  0.00
H (-0.44974, -3.55710, 4.33562)  0.00
H (3.56696, -2.11262, -1.22470)  0.00
C (-0.04038, 7.05275, 2.12092)  0.00
H (-1.50962, 2.47964, 3.89355)  0.00
H (4.13400, -0.66323, 2.35818)  0.00
H (-1.62142, 1.48829, 6.12879)  0.00
C (-2.60385, 6.56692, -0.49604)  0.00
C (2.60678, -2.30876, 3.65973)  0.00
H (5.55394, 4.14404, -0.15366)  0.00
C (2.39238, 0.24488, -1.69592)  0.00
H (-3.43259, -3.43823, -2.76599)  0.00
C (-3.46092, -1.07865, 0.91824)  -0.01
C (-1.15914, 1.96577, -3.25697)  -0.01
C (1.53017, 0.58950, 5.30979)  0.00
C (-2.13835, 4.43553, 0.53205)  0.00
H (3.20704, 2.98726, 3.21747)  0.00
N (1.06845, -1.79067, 1.90743)  -0.02
H (1.33502, 4.40244, 3.63107)  0.00
C (2.30891, -1.73988, 2.42611)  0.04
C (4.49344, 3.54266, 1.61209)  0.00
H (3.61743, -2.23441, 4.03706)  0.00
C (3.20341, -0.18219, 0.53038)  0.00
H (-0.83667, -2.54388, 2.16051)  -0.03
C (4.60650, 3.82444, 0.25732)  0.00
C (0.68409, 6.35213, 3.03623)  0.00
C (-0.47833, -2.23662, -2.84729)  0.02
H (-2.09189, 2.37939, -3.60952)  0.00
H (2.84052, 0.77265, 0.91131)  0.02
H (0.33898, 0.31169, 7.07043)  0.00
C (2.15524, 2.99460, 1.33443)  -0.03
H (-3.18496, 7.14996, -1.19594)  0.00
H (2.10500, 1.55074, -4.03669)  0.00
H (-2.48267, -7.28817, 0.62623)  0.00
N (0.00588, 0.77821, -1.55128)  -0.05
H (-3.98352, -0.15782, 0.64954)  0.00
C (-3.72947, -4.24616, -0.16262)  0.00
H (-5.97722, -0.81483, -4.97860)  0.00
H (5.35324, 3.65094, 2.25977)  0.00
C (3.46609, -1.16259, 1.65188)  -0.02
C (-4.33538, -0.24419, -2.07653)  0.00
H (4.05331, -2.00652, 1.27732)  0.00
H (0.02988, 2.58206, -4.93845)  0.00

---

Record 2
Formula: C2H8NOS
Source: the OMol25 dataset
Level of theory: the ωB97M-V functional and the def2-TZVPD basis

**E_tot**: -16566.5176 eV
**Total charge**: +1
**Gap between HOMO and LUMO**: 10.339 eV
**Multiplicity**: 1
**Largest force on an atom**: 4.97 eV/Å
**HOMO level**: -15.30 eV
**ΔE to the lowest compared entry with this formula, charge and spin**: 3.727 eV

Each line ends with the natural charge from an NBO analysis.
Element x y z (Å)
O (-1.55737, -1.09990, 0.98513)  -0.87
H (1.57902, -1.50625, -0.92387)  0.25
H (-1.73825, 1.66300, 0.80702)  0.30
H (0.08324, 1.43214, 1.32128)  0.26
C (1.34284, -1.30877, 0.15103)  -0.53
H (-1.10010, -0.31747, -2.36708)  0.47
H (-2.28699, -0.94775, -1.21364)  0.45
H (-0.31118, 1.82705, -0.37518)  0.25
S (-0.72333, -0.37577, 0.14198)  1.87
N (-1.37989, -0.46949, -1.33823)  -1.12
C (-0.71147, 1.38615, 0.46366)  -0.81
H (1.17428, -2.05207, 0.88500)  0.24
H (2.01226, -0.56077, 0.52894)  0.22

---

Record 3
Formula: C4H6O
Source: the OMol25 dataset
Level of theory: the ωB97M-V functional and the def2-TZVPD basis

**E_tot**: -6287.0114 eV
**Gap between HOMO and LUMO**: 8.434 eV
**Multiplicity**: 1
**Largest force on an atom**: 0.78 eV/Å
**HOMO level**: -8.16 eV
**ΔE to the lowest compared entry with this formula, charge and spin**: 4.906 eV

Each line ends with the natural charge from an NBO analysis.
Element x y z (Å)
O (-1.56430, 0.09010, -0.73353)  -0.54
H (-1.00496, 0.95678, 0.96309)  0.22
C (0.25707, -0.87488, 0.86389)  -0.45
H (-0.83142, 0.91989, -2.32156)  0.06
H (0.31663, -1.79793, 0.29502)  0.24
C (-0.69600, -0.03418, -1.75139)  0.17
H (1.39033, 1.06562, 0.88142)  0.22
C (-0.57449, 0.21534, 0.31308)  0.05
C (0.94742, 0.31337, 0.23003)  -0.44
H (1.50814, 0.12782, -0.68165)  0.25
H (0.25158, -0.98193, 1.94159)  0.22

---

Record 4
Formula: C4H4ClNO4S
Source: the OMol25 dataset
Level of theory: the ωB97M-V functional and the def2-TZVPD basis

**E_tot**: -37240.5312 eV
**Gap between HOMO and LUMO**: 9.171 eV
**Multiplicity**: 1
**Largest force on an atom**: 7.04 eV/Å
**HOMO level**: -9.19 eV
**ΔE to the lowest compared entry with this formula, charge and spin**: 8.903 eV

Each line ends with the natural charge from an NBO analysis.
Element x y z (Å)
C (-0.31265, 1.17694, 0.56594)  0.34
H (2.49634, -1.36609, -1.51070)  0.24
C (1.95832, -0.85724, -0.78581)  -0.39
H (1.03570, 0.78219, 1.74451)  0.20
S (-2.49790, -0.52325, 0.23979)  1.82
O (-1.46092, 0.60271, 1.00588)  -0.73
H (2.65151, -0.21279, -0.20893)  0.23
O (-3.67884, 0.23851, -0.05962)  -0.85
O (-0.94324, -2.23340, 0.41922)  -0.57
O (-1.51205, -0.65107, -1.01577)  -0.49
N (-0.51494, -1.22834, -0.38956)  0.18
C (0.93464, 1.27436, 0.93380)  -0.50
H (1.78020, 1.85722, 0.50673)  0.25
C (0.69457, -0.85325, -0.47982)  0.33
Cl (-0.63073, 1.99349, -0.96566)  -0.06